1.
{
  "formula": "C18H18F6N8O2RhS2Sb",
  "method": "the ωB97M-V functional and the def2-TZVPD basis",
  "s_squared": 8.83,
  "spin_multiplicity": 6,
  "charge": 1,
  "lumo_ev": [-3.419, -6.441],
  "largest_force_ev_per_a": 1.0,
  "gap_ev": [7.81, 5.04],
  "elements": ["Rh", "C", "C", "N", "N", "C", "N", "S", "C", "C", "C", "C", "C", "N", "H", "H", "H", "H", "H", "H", "H", "H", "H", "N", "C", "C", "C", "C", "C", "C", "S", "O", "O", "N", "C", "N", "C", "C", "C", "N", "H", "H", "H", "H", "H", "H", "H", "H", "H", "F", "Sb", "F", "F", "F", "F", "F"],
  "coordinates": [[-0.281, -0.165, -0.004], [2.589, 2.747, -1.985], [1.930, 1.718, -1.136], [0.670, 1.750, -0.817], [0.015, 2.863, -1.163], [-1.288, 2.837, -0.859], [-1.948, 3.997, -0.960], [-2.137, 1.405, -0.483], [2.690, 0.635, -0.485], [4.072, 0.584, -0.510], [4.718, -0.379, 0.255], [3.966, -1.257, 1.008], [2.578, -1.158, 0.964], [1.963, -0.237, 0.236], [1.887, 3.129, -2.721], [3.464, 2.343, -2.487], [2.904, 3.593, -1.368], [-1.434, 4.845, -1.133], [-2.922, 4.048, -0.721], [4.639, 1.298, -1.089], [5.798, -0.429, 0.265], [4.429, -2.002, 1.638], [1.950, -1.817, 1.543], [-6.273, -3.958, -4.312], [-5.609, -3.513, -3.256], [-5.237, -4.425, -2.216], [-4.561, -3.964, -1.131], [-4.240, -2.589, -1.045], [-4.607, -1.675, -2.065], [-5.276, -2.122, -3.157], [-3.387, -1.983, 0.392], [-3.914, -0.670, 0.601], [-3.531, -2.995, 1.385], [-1.899, -1.791, -0.175], [-1.089, -2.871, -0.467], [0.173, -2.476, -0.714], [1.079, -3.428, -0.909], [0.748, -4.767, -0.898], [-0.594, -5.059, -0.711], [-1.523, -4.129, -0.509], [-6.533, -4.929, -4.394], [-6.563, -3.334, -5.049], [-5.514, -5.468, -2.301], [-4.272, -4.612, -0.317], [-4.362, -0.628, -1.944], [-5.579, -1.445, -3.946], [2.097, -3.097, -1.089], [1.487, -5.537, -1.053], [-0.944, -6.086, -0.725], [-0.369, 0.300, 2.122], [-0.040, -0.139, 4.005], [0.261, 1.688, 4.274], [1.783, -0.323, 3.530], [-0.289, -1.918, 3.447], [0.286, -0.607, 5.775], [-1.876, 0.085, 4.261]]
}

---

2.
{
  "formula": "C18H18F6O18",
  "method": "the ωB97M-V functional and the def2-TZVPD basis",
  "charge": 0,
  "lumo_ev": 0.428,
  "smiles": "O=C1OC[C@@H](F)O1.O=C1OC[C@@H](F)O1.O=C1OC[C@@H](F)O1.O=C1OC[C@@H](F)O1.O=C1OC[C@@H](F)O1.O=C1OC[C@@H](F)O1",
  "de_lowest_kcal_mol": 86.8,
  "largest_force_ev_per_a": 6.0,
  "gap_ev": 11.37,
  "elements": ["O", "C", "O", "C", "C", "F", "O", "H", "H", "H", "O", "C", "O", "C", "C", "F", "O", "H", "H", "H", "O", "C", "O", "C", "C", "F", "O", "H", "H", "H", "O", "C", "O", "C", "C", "F", "O", "H", "H", "H", "O", "C", "O", "C", "C", "F", "O", "H", "H", "H", "O", "C", "O", "C", "C", "F", "O", "H", "H", "H"],
  "coordinates": [[0.812, 0.982, 2.396], [0.481, 0.695, 3.561], [-0.724, 0.576, 4.025], [-0.656, -0.251, 5.212], [0.759, -0.109, 5.683], [1.311, -1.199, 6.096], [1.358, 0.267, 4.493], [-1.362, 0.212, 5.902], [-0.888, -1.284, 4.956], [0.795, 0.605, 6.506], [-8.184, 3.648, -5.089], [-7.129, 3.405, -4.517], [-6.424, 4.367, -3.893], [-5.400, 3.878, -3.241], [-5.112, 2.663, -4.031], [-4.745, 1.664, -3.268], [-6.419, 2.330, -4.587], [-4.571, 4.577, -3.350], [-5.701, 3.686, -2.211], [-4.339, 2.801, -4.787], [5.323, -2.201, 1.848], [4.730, -2.557, 0.849], [4.447, -1.815, -0.227], [3.669, -2.524, -1.204], [3.922, -3.952, -0.659], [4.924, -4.649, -1.285], [4.196, -3.732, 0.649], [2.597, -2.334, -1.249], [4.118, -2.436, -2.193], [2.945, -4.435, -0.658], [-2.339, 1.269, -1.725], [-1.524, 0.462, -1.301], [-1.683, -0.771, -0.742], [-0.496, -1.310, -0.315], [0.431, -0.546, -1.209], [0.493, -0.973, -2.442], [-0.211, 0.701, -1.343], [-0.433, -0.928, 0.703], [-0.570, -2.393, -0.413], [1.433, -0.470, -0.787], [3.720, 1.080, -1.139], [4.954, 1.187, -1.205], [5.727, 1.295, -0.174], [6.944, 1.732, -0.661], [7.068, 1.063, -1.982], [7.446, -0.246, -1.817], [5.679, 1.151, -2.288], [7.076, 2.807, -0.779], [7.741, 1.478, 0.038], [7.787, 1.521, -2.661], [-2.419, -2.607, 2.567], [-3.313, -1.882, 2.140], [-3.821, -2.028, 0.953], [-4.639, -0.985, 0.717], [-5.017, -0.444, 2.086], [-6.067, -0.975, 2.655], [-3.914, -0.981, 2.814], [-4.101, -0.235, 0.138], [-5.502, -1.476, 0.267], [-5.182, 0.629, 2.176]]
}

---

3.
{
  "formula": "C18H18F6O18",
  "method": "the ωB97M-V functional and the def2-TZVPD basis",
  "charge": 0,
  "lumo_ev": 0.280,
  "smiles": "O=C1OC[C@@H](F)O1.O=C1OC[C@@H](F)O1.O=C1OC[C@@H](F)O1.O=C1OC[C@@H](F)O1.O=C1OC[C@@H](F)O1.O=C1OC[C@@H](F)O1",
  "de_lowest_kcal_mol": 27.6,
  "largest_force_ev_per_a": 4.6,
  "gap_ev": 11.33,
  "elements": ["O", "C", "O", "C", "C", "F", "O", "H", "H", "H", "O", "C", "O", "C", "C", "F", "O", "H", "H", "H", "O", "C", "O", "C", "C", "F", "O", "H", "H", "H", "O", "C", "O", "C", "C", "F", "O", "H", "H", "H", "O", "C", "O", "C", "C", "F", "O", "H", "H", "H", "O", "C", "O", "C", "C", "F", "O", "H", "H", "H"],
  "coordinates": [[-19.339, -2.036, -2.283], [-19.191, -2.305, -3.401], [-20.089, -2.487, -4.370], [-19.432, -2.863, -5.568], [-17.894, -2.677, -5.353], [-17.467, -1.463, -5.950], [-17.906, -2.599, -3.958], [-19.654, -3.895, -5.865], [-19.733, -2.152, -6.338], [-17.318, -3.513, -5.793], [-22.587, -8.934, -5.656], [-22.638, -9.701, -6.555], [-23.279, -10.859, -6.687], [-22.946, -11.531, -7.911], [-22.177, -10.467, -8.665], [-22.918, -9.917, -9.674], [-21.895, -9.539, -7.716], [-22.223, -12.287, -7.652], [-23.913, -11.907, -8.314], [-21.301, -10.850, -9.092], [-12.433, -4.536, -7.852], [-13.513, -4.746, -8.255], [-13.923, -5.869, -8.994], [-15.352, -5.753, -9.087], [-15.786, -4.576, -8.203], [-15.972, -5.037, -6.906], [-14.530, -3.914, -8.021], [-15.664, -5.494, -10.116], [-15.731, -6.733, -8.761], [-16.600, -4.036, -8.600], [-20.709, -7.710, -9.560], [-21.374, -7.777, -10.547], [-21.220, -8.758, -11.516], [-21.840, -8.338, -12.695], [-22.932, -7.408, -12.125], [-23.998, -8.203, -11.838], [-22.305, -6.939, -10.928], [-21.079, -7.793, -13.293], [-22.345, -9.139, -13.197], [-23.184, -6.490, -12.675], [-21.966, -4.015, -12.482], [-21.702, -3.199, -11.674], [-22.126, -3.106, -10.410], [-21.602, -1.890, -9.787], [-20.485, -1.478, -10.768], [-19.406, -2.156, -10.355], [-20.825, -2.132, -11.996], [-22.346, -1.160, -9.805], [-21.269, -2.216, -8.786], [-20.271, -0.497, -11.006], [-18.265, -5.464, -9.082], [-19.315, -5.501, -8.449], [-19.525, -6.022, -7.214], [-20.975, -5.986, -6.954], [-21.497, -5.022, -7.963], [-21.752, -3.743, -7.530], [-20.468, -4.913, -8.892], [-21.317, -7.005, -7.123], [-21.161, -5.654, -5.948], [-22.448, -5.391, -8.369]]
}

---

4.
{
  "formula": "C18H18FN2S",
  "method": "the ωB97M-V functional and the def2-TZVPD basis",
  "charge": 1,
  "lumo_ev": -5.638,
  "largest_force_ev_per_a": 1.9,
  "gap_ev": 5.35,
  "elements": ["C", "C", "N", "C", "C", "S", "C", "N", "H", "H", "H", "H", "H", "H", "H", "H", "F", "C", "C", "C", "C", "C", "C", "C", "C", "C", "C", "C", "C", "C", "H", "H", "H", "H", "H", "H", "H", "H", "H", "H"],
  "coordinates": [[-1.667, 2.634, 1.269], [-2.371, 2.719, -0.081], [-2.758, 1.342, -0.301], [-3.329, 0.760, -1.498], [-3.307, -0.753, -1.245], [-2.604, -1.097, 0.416], [-2.132, 0.556, 0.633], [-1.353, 1.199, 1.469], [-0.806, 3.316, 1.312], [-2.383, 2.933, 2.049], [-3.241, 3.375, -0.037], [-1.666, 3.050, -0.850], [-4.348, 1.110, -1.698], [-2.720, 0.984, -2.384], [-4.302, -1.203, -1.384], [-2.589, -1.237, -1.925], [5.637, -0.296, 3.668], [4.356, -0.524, 3.212], [4.142, -1.560, 2.300], [2.820, -1.800, 1.868], [1.769, -1.039, 2.353], [1.991, 0.032, 3.279], [0.849, 0.760, 3.712], [0.675, 1.554, 4.879], [-0.656, 2.003, 5.172], [-0.919, 2.858, 6.234], [0.139, 3.352, 7.024], [1.446, 2.900, 6.784], [1.698, 1.946, 5.800], [3.343, 0.305, 3.668], [4.990, -2.133, 1.926], [2.634, -2.603, 1.153], [0.739, -1.247, 2.052], [-0.041, 0.679, 3.067], [-1.464, 1.622, 4.545], [-1.946, 3.149, 6.460], [-0.051, 4.071, 7.828], [2.278, 3.271, 7.389], [2.676, 1.475, 5.759], [3.581, 1.157, 4.293]]
}

---

5.
{
  "formula": "C18H18FN3O3",
  "method": "the ωB97M-V functional and the def2-TZVPD basis",
  "charge": 0,
  "lumo_ev": -0.210,
  "smiles": "O=C(Cc1ccccc1[N+](=O)[O-])N1CCN(c2ccccc2F)CC1",
  "de_lowest_kcal_mol": 64.5,
  "largest_force_ev_per_a": 1.5,
  "gap_ev": 7.68,
  "elements": ["O", "C", "C", "C", "C", "C", "C", "C", "C", "N", "O", "O", "N", "C", "C", "N", "C", "C", "C", "C", "C", "C", "F", "C", "C", "H", "H", "H", "H", "H", "H", "H", "H", "H", "H", "H", "H", "H", "H", "H", "H", "H", "H"],
  "coordinates": [[-1.730, -1.741, -0.098], [-1.312, -0.682, 0.334], [-2.095, 0.114, 1.389], [-3.181, -0.741, 1.963], [-4.503, -0.314, 1.930], [-5.532, -1.107, 2.407], [-5.263, -2.369, 2.913], [-3.961, -2.823, 2.943], [-2.927, -2.014, 2.482], [-1.594, -2.552, 2.580], [-1.482, -3.755, 2.647], [-0.659, -1.777, 2.639], [-0.154, -0.143, -0.090], [0.423, 1.128, 0.281], [0.693, 1.939, -0.998], [1.527, 1.225, -1.935], [2.901, 1.383, -1.992], [3.598, 0.933, -3.124], [4.959, 1.100, -3.267], [5.698, 1.744, -2.289], [5.045, 2.216, -1.166], [3.684, 2.030, -1.027], [3.132, 2.501, 0.128], [0.923, -0.044, -2.287], [0.671, -0.880, -1.027], [-2.531, 0.998, 0.919], [-1.410, 0.423, 2.180], [-4.729, 0.659, 1.519], [-6.547, -0.742, 2.374], [-6.063, -2.995, 3.276], [-3.717, -3.803, 3.324], [1.363, 0.952, 0.814], [-0.243, 1.693, 0.928], [-0.265, 2.123, -1.501], [1.134, 2.903, -0.751], [3.045, 0.458, -3.919], [5.445, 0.732, -4.158], [6.762, 1.880, -2.397], [5.577, 2.720, -0.374], [-0.030, 0.154, -2.791], [1.567, -0.605, -2.961], [1.628, -1.115, -0.546], [0.152, -1.807, -1.272]]
}

---

6.
{
  "formula": "C18H18FNO2",
  "method": "the ωB97M-V functional and the def2-TZVPD basis",
  "charge": 0,
  "lumo_ev": -3.637,
  "largest_force_ev_per_a": 2.0,
  "gap_ev": 2.83,
  "elements": ["F", "C", "C", "C", "C", "C", "C", "C", "C", "C", "C", "C", "C", "C", "H", "H", "H", "H", "H", "H", "H", "H", "H", "H", "O", "C", "C", "C", "C", "C", "N", "O", "H", "H", "H", "H", "H", "H", "H", "H"],
  "coordinates": [[3.605, 2.707, 1.894], [3.170, 1.399, 1.880], [4.133, 0.394, 1.853], [3.680, -0.937, 1.812], [2.326, -1.226, 1.771], [1.328, -0.193, 1.784], [-0.031, -0.600, 1.699], [-1.253, 0.127, 1.732], [-2.472, -0.629, 1.802], [-3.714, -0.018, 1.853], [-3.810, 1.384, 1.847], [-2.641, 2.152, 1.772], [-1.391, 1.546, 1.687], [1.806, 1.150, 1.888], [5.193, 0.632, 1.865], [4.413, -1.748, 1.812], [1.996, -2.267, 1.747], [-0.158, -1.683, 1.657], [-2.404, -1.719, 1.828], [-4.624, -0.622, 1.911], [-4.788, 1.865, 1.899], [-2.715, 3.242, 1.781], [-0.520, 2.178, 1.569], [1.131, 1.990, 1.974], [-1.019, 1.117, -4.492], [-1.735, 0.849, -3.518], [-0.928, -0.029, -2.468], [-0.779, -1.528, -2.912], [0.690, -1.905, -2.655], [1.389, -0.604, -2.166], [0.378, 0.407, -2.282], [-2.887, 1.049, -3.115], [-1.448, -0.025, -1.496], [-1.491, -2.142, -2.360], [-1.001, -1.620, -3.980], [0.766, -2.716, -1.924], [1.169, -2.219, -3.587], [1.702, -0.756, -1.117], [2.289, -0.362, -2.759], [0.645, 1.359, -2.482]]
}

---

7.
{
  "formula": "C18H18FO6Pb",
  "method": "the ωB97M-V functional and the def2-TZVPD basis",
  "charge": 1,
  "lumo_ev": -7.671,
  "largest_force_ev_per_a": 5.8,
  "gap_ev": 2.30,
  "elements": ["Pb", "F", "C", "C", "C", "C", "C", "C", "O", "O", "H", "H", "H", "H", "H", "H", "C", "C", "C", "C", "C", "C", "O", "O", "H", "H", "H", "H", "H", "H", "C", "C", "C", "C", "C", "C", "O", "O", "H", "H", "H", "H", "H", "H"],
  "coordinates": [[-4.216, -1.164, -2.391], [-2.071, 0.085, -1.585], [0.235, 2.867, 1.395], [-0.630, 2.487, 0.344], [-0.473, 2.982, -0.917], [0.201, 4.143, -1.133], [0.877, 4.711, -0.104], [0.891, 3.992, 1.136], [1.608, 4.652, 2.153], [-1.214, 2.465, -1.930], [0.340, 2.350, 2.337], [-1.193, 1.568, 0.403], [0.376, 4.541, -2.121], [1.455, 5.619, -0.200], [2.278, 5.274, 1.859], [-1.510, 1.560, -1.811], [-1.690, -0.663, 4.706], [-2.462, -0.371, 3.563], [-1.948, -0.627, 2.283], [-0.599, -0.986, 2.189], [0.193, -1.254, 3.292], [-0.356, -1.154, 4.577], [0.259, -1.421, 5.706], [-2.635, -0.364, 1.132], [-2.144, -0.477, 5.668], [-3.476, -0.003, 3.511], [-0.246, -1.063, 1.171], [1.163, -1.709, 3.158], [-0.251, -1.179, 6.482], [-2.109, -0.126, 0.366], [1.762, -3.084, -2.080], [1.130, -1.833, -2.267], [0.686, -1.429, -3.521], [1.038, -2.226, -4.644], [1.646, -3.522, -4.415], [1.997, -3.902, -3.138], [2.594, -5.086, -2.944], [-0.195, -0.331, -3.615], [2.179, -3.242, -1.097], [0.986, -1.086, -1.501], [0.860, -1.871, -5.648], [2.017, -4.131, -5.226], [3.309, -4.929, -2.323], [-0.660, -0.059, -2.820]]
}

---

8.
{
  "formula": "C18H18GaNO5STe",
  "method": "the ωB97M-V functional and the def2-TZVPD basis",
  "charge": 0,
  "lumo_ev": 0.148,
  "largest_force_ev_per_a": 0.5,
  "gap_ev": 8.64,
  "elements": ["Ga", "O", "C", "O", "C", "C", "C", "C", "C", "O", "C", "C", "O", "O", "H", "H", "H", "H", "H", "H", "H", "H", "Te", "C", "C", "C", "C", "S", "H", "H", "H", "N", "C", "C", "C", "C", "C", "C", "H", "H", "H", "H", "H", "H", "H"],
  "coordinates": [[-0.417, -0.880, 0.106], [-3.126, 1.814, -0.375], [-2.251, 1.077, -0.734], [-2.115, -0.170, -0.268], [-1.236, 1.461, -1.809], [-0.880, 0.250, -2.676], [-0.160, 0.647, -3.952], [1.213, 1.107, -3.407], [1.077, 0.830, -1.917], [0.201, -0.356, -1.898], [0.179, 1.876, -1.244], [0.339, 1.819, 0.282], [0.417, 2.816, 0.946], [0.493, 0.592, 0.770], [-1.662, 2.270, -2.397], [-1.686, -0.470, -2.791], [-0.696, 1.423, -4.497], [-0.050, -0.220, -4.601], [1.405, 2.166, -3.581], [2.031, 0.535, -3.841], [1.998, 0.598, -1.393], [0.426, 2.892, -1.544], [1.068, -2.894, 0.303], [2.624, -1.907, -0.670], [3.441, -0.940, -0.151], [4.434, -0.504, -1.073], [4.353, -1.155, -2.269], [3.074, -2.285, -2.275], [3.320, -0.546, 0.848], [5.172, 0.254, -0.854], [4.982, -1.026, -3.135], [-1.898, -1.978, 1.565], [-1.945, -1.250, 2.808], [-3.043, -0.460, 3.111], [-3.054, 0.276, 4.286], [-1.977, 0.216, 5.160], [-0.881, -0.573, 4.845], [-0.855, -1.302, 3.665], [-2.740, -1.809, 1.024], [-1.791, -2.976, 1.713], [-3.872, -0.397, 2.416], [-3.908, 0.899, 4.514], [-1.988, 0.792, 6.075], [-0.030, -0.613, 5.512], [0.012, -1.898, 3.404]]
}